No. 1
C22H60BF4N2O9 | ωB97M-V with the def2-TZVPD basis set

```
98
Properties=species:S:1:pos:R:3:forces:R:3:mulliken_charge:R:1
B 0.305 0.267 0.295 -1.140 0.974 -1.305 0.29
F -0.543 0.303 -0.863 0.495 0.046 0.185 0.86
F 0.721 -0.947 0.591 0.604 -3.088 0.440 -0.41
F 1.421 1.052 0.132 1.442 1.081 -0.713 -0.39
F -0.409 0.797 1.327 -1.487 0.777 1.738 -0.44
C 3.439 -2.813 1.613 2.443 -0.305 -4.550 0.06
C 4.024 -3.272 0.186 0.701 -1.723 -2.805 0.35
N 4.329 -3.679 -0.907 -1.404 2.121 5.451 -0.59
H 4.220 -2.568 2.263 1.361 0.150 0.884 0.49
H 3.011 -1.906 1.299 -1.470 0.984 0.282 -0.42
H 2.882 -3.614 1.950 -1.611 -1.191 0.719 0.15
C -3.068 -1.719 1.136 0.644 -3.687 -0.768 0.29
C -4.148 -2.570 1.882 0.290 -0.451 0.718 0.00
N -4.909 -3.244 2.470 1.836 1.796 -1.584 -0.54
H -3.626 -1.026 0.527 0.222 0.466 -0.164 0.49
H -2.283 -1.271 1.822 -1.213 -0.613 -0.815 -0.16
H -2.487 -2.529 0.317 -1.695 2.518 2.524 -0.15
C 3.823 0.652 -2.683 1.515 1.856 -1.815 -1.03
C 2.403 0.370 -2.988 -1.941 -2.442 -0.025 1.29
O 2.328 -0.281 -4.371 2.656 -1.457 4.264 -0.61
H 3.874 0.980 -1.601 0.645 -0.855 -1.199 0.02
H 4.261 1.479 -3.374 -0.844 -0.859 1.301 0.30
H 4.381 -0.238 -3.118 -0.395 0.708 1.641 0.37
H 1.608 1.152 -3.006 1.013 -0.180 0.385 -0.37
H 2.147 -0.381 -2.073 -0.215 1.174 -2.614 -0.34
H 1.744 0.188 -4.873 -2.521 2.017 -1.873 0.29
C 5.740 1.701 2.342 -0.041 3.595 -2.080 -1.62
C 4.472 1.785 1.521 1.035 -1.434 -1.372 0.16
O 3.832 0.528 1.530 -0.758 -1.201 -0.366 -0.45
H 5.680 1.307 3.278 -0.932 -0.954 2.797 0.43
H 6.127 2.789 2.432 -0.196 -1.822 -0.218 0.31
H 6.396 1.076 1.839 1.768 -0.869 -1.135 0.40
H 4.716 2.119 0.454 -0.387 -0.191 1.380 0.18
H 3.841 2.418 2.017 -1.728 2.353 0.761 0.26
H 2.896 0.548 1.205 1.275 0.487 0.206 0.30
C -2.970 -1.782 -4.222 -2.723 3.169 7.056 -1.60
C -2.302 -0.616 -3.389 1.367 -0.593 -3.138 0.33
O -2.807 -0.512 -2.083 -2.401 -1.400 -2.170 -0.55
H -4.049 -1.501 -4.298 0.643 -0.713 0.370 0.35
H -2.717 -2.517 -3.521 -0.440 -2.347 -0.001 0.35
H -2.613 -1.792 -5.110 2.806 -0.642 -5.788 0.52
H -2.447 0.233 -4.140 0.269 0.038 1.784 0.22
H -1.156 -0.823 -3.279 -1.815 0.395 -0.566 0.04
H -2.143 0.013 -1.750 2.110 1.930 2.347 0.14
C 0.766 5.810 0.265 -0.614 -1.620 -3.367 -1.64
C 0.662 4.306 0.521 -0.717 1.818 1.348 0.60
O 1.599 3.693 -0.277 0.457 -1.826 -0.797 -0.61
H 0.012 6.381 0.701 -1.078 0.906 1.340 0.45
H 0.582 5.978 -0.860 0.594 -0.261 1.432 0.26
H 1.743 6.070 0.516 1.542 1.067 0.360 0.43
H -0.428 4.075 0.325 1.121 -0.706 0.460 -0.15
H 1.049 4.174 1.568 -1.322 -0.228 -0.312 0.29
H 1.624 2.737 -0.013 -0.023 1.106 -0.597 0.39
C 0.609 -3.968 -1.295 0.830 3.846 3.218 -0.46
C -0.315 -3.521 -2.310 -1.863 -1.686 -1.244 0.29
O -0.566 -4.689 -3.167 -0.444 0.800 0.103 -0.61
H 1.551 -4.225 -1.688 0.952 -0.776 -0.598 0.48
H 0.216 -4.650 -0.608 -0.557 -1.508 0.835 0.20
H 0.851 -3.037 -0.623 -0.323 -1.424 -1.015 -0.09
H 0.175 -2.897 -2.943 1.673 2.067 -1.913 0.13
H -1.227 -2.926 -2.089 0.239 -0.920 0.647 -0.36
H -1.408 -5.037 -2.894 -0.458 -0.405 0.046 0.32
C 0.019 -5.500 2.504 -1.269 0.063 0.538 -1.66
C -0.137 -3.999 2.510 0.707 -3.515 1.424 0.75
O -0.258 -3.543 3.814 -1.171 -1.071 1.396 -0.57
H -0.628 -6.046 3.213 0.117 0.758 -0.012 0.36
H 0.985 -5.739 2.710 2.992 -0.766 1.274 0.44
H -0.101 -6.029 1.603 -0.660 -0.052 -1.749 0.45
H -0.903 -3.795 1.886 -3.174 1.175 -1.756 -0.08
H 0.642 -3.404 2.250 3.019 0.730 -2.421 0.04
H -0.502 -2.688 3.530 -0.529 2.582 1.389 0.41
C -2.322 -1.038 5.354 2.938 0.700 2.203 -1.17
C -1.648 -0.045 4.368 -1.792 -0.566 1.892 0.05
O -0.675 -0.776 3.752 1.652 -0.943 -0.784 -0.56
H -3.118 -0.664 5.932 -1.662 0.651 -0.096 0.44
H -1.656 -1.348 6.289 -0.549 0.430 -2.345 0.23
H -2.532 -1.901 4.770 -0.524 -0.832 -0.129 0.21
H -1.205 0.886 4.751 -0.536 -0.123 0.371 0.34
H -2.381 0.153 3.597 -0.694 0.782 0.000 0.05
H -0.496 -0.208 3.016 1.147 0.078 -1.368 0.15
C -3.803 4.004 0.804 -5.018 -0.603 1.543 -1.39
C -3.459 2.567 1.102 -1.118 0.933 -2.320 -0.14
O -2.669 2.287 -0.079 -3.957 4.947 0.424 -0.27
H -4.621 4.402 1.522 1.854 -0.257 -0.332 0.34
H -4.473 3.976 -0.046 0.380 0.045 -0.891 0.31
H -3.015 4.649 0.619 1.591 1.144 0.004 0.34
H -4.385 1.938 1.174 0.721 0.378 -0.363 0.34
H -2.993 2.514 2.035 1.576 -0.539 1.242 0.28
H -2.205 1.567 0.034 4.118 -6.107 0.896 -0.15
C -0.737 3.667 -4.353 1.778 -1.433 1.361 -1.50
C -0.940 2.940 -3.015 -0.071 -0.669 0.038 0.97
O -2.153 3.455 -2.540 -0.200 0.857 0.607 -0.61
H 0.058 3.131 -4.816 1.768 -0.058 -0.265 0.41
H -0.405 4.716 -4.155 -0.947 -0.819 -0.631 0.30
H -1.428 3.353 -5.088 -1.882 0.957 -0.465 0.44
H -0.034 3.071 -2.399 -0.389 0.817 0.305 0.00
H -1.034 1.820 -2.917 0.209 0.673 -1.385 -0.47
H -2.269 3.210 -1.618 -0.219 -0.216 0.293 0.42
```
Positions in Å, forces in eV/Å.

Net charge: -1
E_tot: -56740.630 eV
LUMO: 2.4820 eV
ΔE to the lowest compared entry with this formula, charge and spin: 0.0000 eV
HOMO: -0.266 hartree

No. 2
C22H60ClN16O28S | ωB97M-V with the def2-TZVPD basis set

```
128
Properties=species:S:1:pos:R:3:forces:R:3:mulliken_charge:R:1
C -3.580 1.558 -8.044 -0.043 0.593 -0.111 -1.41
C -2.277 2.101 -7.484 -0.179 -0.361 -0.069 -0.34
C -1.584 1.188 -6.450 -0.550 -0.162 -0.670 -0.52
Cl -2.387 -0.393 -6.246 0.217 -0.002 0.335 -0.14
N -1.309 1.825 -5.149 0.584 -0.036 -0.776 0.04
S 0.368 2.139 -4.813 0.304 -0.008 0.159 -0.10
C -2.195 2.127 -4.249 0.008 0.174 0.227 -0.13
N -1.732 2.616 -3.071 -0.747 -0.466 0.923 -0.15
C -1.303 1.538 -2.111 1.791 0.602 -0.445 -0.79
C -0.246 2.137 -1.203 -0.376 0.106 0.788 -0.10
O -0.732 3.349 -0.633 -0.243 -0.113 -0.181 -0.54
N -3.552 1.937 -4.485 -0.266 0.669 -0.419 0.13
C -4.318 3.189 -4.191 -0.578 -0.222 0.102 -1.05
C -5.506 3.440 -5.124 -0.003 0.503 -0.375 0.16
C -5.167 4.385 -6.292 -0.012 -0.059 0.445 -1.37
O -6.102 2.217 -5.524 0.046 -0.079 0.137 -0.51
H -4.033 2.341 -8.642 -0.109 0.117 -0.227 0.43
H -4.301 1.274 -7.293 -0.108 -0.077 0.285 0.21
H -3.379 0.723 -8.698 -0.058 -0.324 -0.106 0.50
H -1.598 2.184 -8.325 0.291 0.060 -0.115 0.49
H -2.379 3.108 -7.104 -0.164 0.216 0.385 0.27
H -0.633 0.935 -6.877 0.481 -0.189 0.263 0.57
H 0.677 2.708 -5.999 -0.340 -0.156 0.048 0.24
H -2.459 3.152 -2.611 0.118 0.173 -0.017 0.49
H -0.795 0.785 -2.704 -0.230 -0.523 0.018 0.53
H -2.129 1.115 -1.550 -0.308 -0.030 -0.089 0.25
H 0.657 2.360 -1.750 0.111 0.280 -0.274 0.31
H 0.035 1.446 -0.409 -0.095 -0.303 -0.081 0.03
H -1.532 3.108 -0.148 0.232 0.224 0.303 0.34
H -3.857 1.263 -3.789 -0.145 -0.347 -0.281 0.32
H -3.676 4.063 -4.214 0.216 0.098 -0.124 0.56
H -4.731 3.137 -3.187 0.108 -0.147 0.295 0.33
H -6.228 3.979 -4.518 -0.109 0.054 0.281 0.63
H -4.108 4.598 -6.333 0.386 -0.126 -0.287 0.28
H -5.636 5.344 -6.112 -0.182 0.220 -0.073 0.39
H -5.519 4.013 -7.241 -0.026 -0.219 -0.254 0.29
H -7.054 2.365 -5.507 0.070 -0.210 -0.116 0.36
C 2.042 0.044 2.947 -0.090 -0.291 -0.167 -0.43
N 0.964 0.027 1.921 0.046 -0.051 0.032 0.97
O 1.278 -0.141 0.754 -0.049 0.033 0.064 -0.59
O -0.177 0.183 2.307 0.033 0.065 -0.119 -0.57
H 2.990 -0.106 2.454 0.001 0.034 -0.137 0.26
H 2.008 1.006 3.441 -0.091 -0.018 0.105 0.29
H 1.834 -0.758 3.646 -0.128 0.099 0.092 0.08
C -2.521 -0.040 -11.770 0.012 -0.172 -0.007 -0.76
N -1.456 0.827 -11.190 -0.091 -0.156 -0.021 0.96
O -0.626 0.298 -10.472 -0.075 0.188 0.082 -0.55
O -1.496 2.008 -11.463 0.042 -0.063 0.141 -0.55
H -2.355 -1.057 -11.435 0.071 0.023 0.028 0.28
H -3.479 0.334 -11.421 -0.008 0.075 -0.106 0.30
H -2.449 0.030 -12.851 -0.082 0.101 -0.002 0.35
C -5.794 -1.831 -7.077 -0.056 0.231 0.090 -0.73
N -5.412 -1.947 -8.512 0.022 0.048 -0.025 0.95
O -5.405 -0.929 -9.182 -0.048 -0.110 0.018 -0.48
O -5.127 -3.051 -8.924 -0.040 0.139 0.117 -0.54
H -6.013 -0.791 -6.863 0.044 0.012 -0.067 0.24
H -6.668 -2.454 -6.913 0.080 -0.119 -0.040 0.34
H -4.951 -2.181 -6.489 -0.037 -0.127 -0.024 0.25
C 2.052 -2.995 6.202 0.021 0.005 -0.207 -0.84
N 2.383 -1.629 6.693 -0.012 -0.006 -0.036 0.97
O 2.526 -0.741 5.871 0.010 -0.119 0.206 -0.53
O 2.488 -1.488 7.892 -0.041 0.128 -0.063 -0.46
H 1.994 -2.971 5.120 0.008 0.102 0.004 0.25
H 2.840 -3.662 6.537 -0.081 -0.019 0.155 0.31
H 1.097 -3.275 6.636 0.046 -0.063 0.067 0.27
C -7.527 -0.755 -12.192 -0.186 -0.066 0.035 -0.59
N -6.561 -1.081 -13.276 -0.052 -0.003 -0.051 0.85
O -6.945 -1.783 -14.185 0.116 0.034 0.088 -0.50
O -5.440 -0.617 -13.169 -0.033 -0.059 0.036 -0.50
H -8.474 -1.233 -12.416 0.035 -0.028 -0.088 0.32
H -7.108 -1.131 -11.262 0.092 0.115 0.005 0.11
H -7.633 0.325 -12.162 0.101 0.007 0.050 0.29
C 4.331 -1.938 10.805 -0.253 -0.091 -0.026 -0.69
N 4.546 -3.410 10.761 -0.094 0.145 -0.201 1.03
O 5.043 -3.873 9.754 0.092 -0.108 0.153 -0.55
O 4.212 -4.047 11.740 0.016 -0.025 -0.093 -0.59
H 4.673 -1.510 9.872 0.040 -0.053 -0.017 0.27
H 3.266 -1.769 10.943 0.004 -0.072 0.049 0.19
H 4.903 -1.552 11.642 -0.322 -0.197 -0.064 0.38
C -0.050 1.225 9.000 -0.092 -0.377 -0.130 -0.78
N -1.044 0.150 9.286 0.108 -0.033 -0.042 0.92
O -1.193 -0.726 8.452 0.015 0.010 0.137 -0.53
O -1.641 0.215 10.340 0.031 -0.065 -0.087 -0.55
H 0.397 1.027 8.035 -0.006 -0.033 -0.041 0.28
H -0.573 2.168 9.000 -0.088 0.019 0.139 0.36
H 0.695 1.193 9.789 -0.081 0.083 0.081 0.30
C 8.702 -0.510 12.195 0.208 0.045 -0.023 -0.79
N 7.619 -0.541 11.175 0.086 -0.038 -0.014 0.93
O 7.927 -0.744 10.023 -0.132 0.114 -0.018 -0.49
O 6.478 -0.361 11.567 0.580 0.373 0.081 -0.60
H 9.646 -0.691 11.698 -0.039 -0.041 -0.069 0.34
H 8.684 0.471 12.660 -0.136 -0.033 0.061 0.29
H 8.491 -1.290 12.921 -0.081 0.050 0.030 0.31
C 0.340 -3.839 10.293 0.073 0.124 0.100 -0.64
N 0.946 -4.455 9.081 0.045 -0.024 0.109 0.89
O 2.152 -4.399 8.955 -0.125 -0.045 0.023 -0.43
O 0.183 -4.974 8.287 0.091 0.097 -0.005 -0.54
H 1.135 -3.421 10.900 0.057 -0.059 -0.034 0.19
H -0.347 -3.066 9.957 -0.074 -0.079 -0.040 0.24
H -0.187 -4.623 10.827 -0.075 0.005 -0.065 0.30
C 5.831 3.122 1.958 0.111 0.013 -0.145 -0.75
N 4.804 2.060 2.145 0.103 0.110 0.026 0.86
O 4.676 1.237 1.261 -0.064 0.031 0.130 -0.53
O 4.165 2.092 3.179 0.209 0.091 -0.180 -0.47
H 6.317 2.966 1.003 -0.039 -0.062 -0.008 0.30
H 5.319 4.079 1.987 -0.006 -0.008 0.110 0.28
H 6.540 3.036 2.776 -0.070 0.045 0.065 0.30
C -4.637 -4.165 -11.769 -0.172 0.000 -0.030 -0.60
N -4.102 -5.461 -12.269 -0.013 -0.058 -0.023 0.91
O -4.606 -6.480 -11.843 0.080 0.091 -0.068 -0.54
O -3.192 -5.403 -13.070 -0.072 -0.019 0.094 -0.54
H -5.435 -4.368 -11.067 0.028 -0.086 0.018 0.27
H -3.821 -3.639 -11.286 0.025 0.022 -0.060 0.23
H -5.004 -3.611 -12.630 0.134 0.015 -0.045 0.27
C 2.652 4.924 7.628 0.119 0.025 -0.141 -0.75
N 1.667 3.825 7.823 0.107 0.206 0.038 0.90
O 1.548 3.011 6.933 -0.096 0.009 0.103 -0.48
O 1.048 3.830 8.872 0.203 0.085 -0.266 -0.54
H 3.123 4.794 6.661 -0.039 -0.069 -0.007 0.30
H 2.108 5.862 7.677 -0.004 -0.010 0.116 0.29
H 3.380 4.855 8.431 -0.073 0.046 0.068 0.29
C 9.528 -4.272 8.934 -0.192 -0.014 0.087 -0.68
N 10.500 -3.350 9.584 -0.049 -0.014 -0.010 0.86
O 10.102 -2.684 10.521 0.168 -0.127 -0.019 -0.50
O 11.624 -3.325 9.132 -0.109 0.045 0.063 -0.53
H 8.574 -4.184 9.440 0.024 0.055 0.027 0.27
H 9.447 -3.975 7.893 0.092 -0.040 -0.020 0.28
H 9.927 -5.278 9.021 0.073 0.021 -0.079 0.29
```
Positions in Å, forces in eV/Å.

Net charge: +1
E_tot: -128272.122 eV
LUMO: -3.4892 eV
ΔE to the lowest compared entry with this formula, charge and spin: 0.7585 eV
HOMO: -0.433 hartree

- Which of these has the lowest HOMO?
  C22H60ClN16O28S